No. 1
C29H38O2P2PdS | ωB97M-V/def2-TZVPD

Relative energy (zero: lowest compared OMol25 entry of this formula, charge and spin) (kcal per mole): 1.9
Multiplicity: 1
Net charge: -2
Highest occupied orbital energy (eV): -1.12

Last column: Mulliken charge in e.
Cartesian coordinates (Å):
Pd1 -2.135 0.405 0.207  -1.265
O1 -6.397 0.372 1.199  -0.776
C1 -5.218 0.133 0.908  0.316
O2 -4.259 0.957 0.865  -0.642
C2 -4.890 -1.348 0.578  -0.503
P1 -3.078 -1.672 0.479  1.200
C3 -3.134 -3.385 -0.230  -0.402
C4 -2.402 -3.629 -1.388  0.065
C5 -2.425 -4.877 -2.003  -0.567
C6 -3.184 -5.901 -1.461  -0.367
C7 -3.922 -5.673 -0.303  -0.651
C8 -3.894 -4.428 0.304  -0.193
C9 -2.677 -2.072 2.228  0.398
C10 -1.905 -3.168 2.613  -0.010
C11 -1.512 -3.338 3.934  -0.776
C12 -1.888 -2.416 4.899  -0.438
C13 -2.651 -1.316 4.528  -0.713
C14 -3.034 -1.137 3.208  -0.648
H1 -5.290 -1.552 -0.419  0.484
H2 -5.422 -1.995 1.279  0.249
H3 -1.810 -2.822 -1.805  0.344
H4 -1.846 -5.045 -2.903  0.402
H5 -3.205 -6.876 -1.935  0.349
H6 -4.519 -6.471 0.125  0.372
H7 -4.465 -4.259 1.211  0.307
H8 -1.595 -3.896 1.872  0.287
H9 -0.905 -4.195 4.207  0.343
H10 -1.577 -2.545 5.930  0.352
H11 -2.937 -0.578 5.268  0.390
H12 -3.584 -0.250 2.917  0.320
C15 0.928 -0.642 2.215  -1.593
C16 1.111 -0.619 0.698  0.562
C17 0.752 -1.994 0.135  -1.524
P2 0.086 0.736 -0.077  0.914
C18 0.848 2.294 0.610  0.970
C19 2.359 2.330 0.832  -1.099
C20 0.111 2.767 1.866  -1.622
C21 0.703 0.760 -1.850  0.765
C22 2.128 0.286 -2.141  -1.373
C23 -0.291 0.027 -2.757  -1.394
H13 1.417 -1.525 2.640  0.472
H14 -0.133 -0.687 2.477  0.076
H15 1.359 0.241 2.688  0.266
H16 2.161 -0.411 0.469  0.817
H17 -0.279 -2.250 0.384  -0.132
H18 1.407 -2.758 0.568  0.536
H19 0.848 -2.042 -0.949  0.215
H20 0.584 3.013 -0.178  0.239
H21 2.680 1.558 1.537  0.166
H22 2.642 3.301 1.248  0.436
H23 2.909 2.239 -0.100  0.026
H24 0.335 2.149 2.739  0.224
H25 -0.969 2.740 1.714  0.317
H26 0.415 3.792 2.099  0.492
H27 0.664 1.819 -2.134  0.201
H28 2.240 -0.788 -1.974  0.253
H29 2.872 0.810 -1.547  0.217
H30 2.364 0.491 -3.188  0.413
H31 -0.308 -1.047 -2.551  0.161
H32 -0.012 0.164 -3.807  0.495
H33 -1.306 0.395 -2.604  0.227
S1 2.665 4.195 -2.296  -0.468
C24 4.202 4.912 -2.661  0.010
C25 4.862 4.703 -3.892  -0.413
C26 6.089 5.278 -4.178  -0.344
C27 6.732 6.096 -3.254  -0.443
C28 6.104 6.319 -2.031  -0.377
C29 4.877 5.745 -1.743  -0.426
H34 4.375 4.069 -4.623  0.295
H35 6.553 5.084 -5.141  0.295
H36 7.693 6.545 -3.479  0.335
H37 6.581 6.952 -1.288  0.300
H38 4.402 5.929 -0.787  0.290

=====

No. 2
C18H62N10O13 | ωB97M-V/def2-TZVPD

Relative energy (zero: lowest compared OMol25 entry of this formula, charge and spin) (kcal per mole): 5.4
Multiplicity: 1
Net charge: 0
Highest occupied orbital energy (eV): -7.64

Last column: Mulliken charge in e.
Cartesian coordinates (Å):
C1 -2.934 -2.603 3.290  -0.880
C2 -2.262 -1.331 3.766  -0.332
O1 -2.491 -0.392 2.786  -0.167
H1 -4.025 -2.476 3.082  0.332
H2 -2.909 -3.346 4.063  0.409
H3 -2.455 -3.008 2.374  -0.085
H4 -1.182 -1.363 3.910  0.313
H5 -2.791 -1.099 4.693  0.413
H6 -2.114 0.428 3.101  0.053
C3 -0.800 2.404 -3.536  -0.976
C4 -1.844 1.755 -2.755  0.937
O2 -3.084 1.767 -3.340  -0.573
H7 -1.132 3.442 -3.691  0.573
H8 -0.637 1.991 -4.579  0.199
H9 0.072 2.351 -2.943  -0.033
H10 -1.831 2.115 -1.809  -0.344
H11 -1.691 0.720 -2.639  -0.187
H12 -3.282 2.690 -3.437  0.369
C5 0.341 -4.713 2.140  -1.678
C6 0.209 -3.275 1.634  0.002
O3 1.370 -2.550 1.200  -0.602
H13 0.862 -5.160 1.334  0.408
H14 -0.663 -5.144 2.277  0.363
H15 0.901 -4.856 3.027  0.358
H16 -0.263 -2.695 2.359  0.301
H17 -0.436 -3.091 0.822  0.373
H18 1.110 -1.941 0.509  -0.187
C7 1.235 -3.758 -4.014  -1.540
C8 0.949 -2.892 -2.776  0.986
O4 0.516 -3.659 -1.692  -0.539
H19 1.119 -3.093 -4.862  0.320
H20 0.574 -4.578 -4.282  0.470
H21 2.257 -4.100 -4.044  0.365
H22 0.066 -2.254 -3.051  -0.143
H23 1.834 -2.253 -2.565  -0.341
H24 -0.061 -4.349 -1.926  0.311
C9 4.948 1.616 2.213  -1.518
C10 3.455 1.693 2.196  1.221
O5 3.235 2.607 3.216  -0.646
H25 5.399 2.590 2.128  0.388
H26 5.477 0.979 1.523  0.329
H27 5.311 1.168 3.113  0.364
H28 2.937 0.713 2.317  -0.200
H29 3.121 2.062 1.184  -0.275
H30 2.304 2.869 2.984  0.345
C11 0.712 4.138 -0.088  0.291
O6 1.000 2.816 0.048  -0.540
N1 -0.314 4.785 0.470  -0.333
N2 1.309 4.790 -1.000  -0.406
H31 -0.947 4.218 1.081  0.248
H32 -0.355 5.784 0.507  0.199
H33 1.873 4.169 -1.559  0.256
H34 0.793 5.539 -1.461  0.223
C12 -2.879 3.403 2.618  0.464
O7 -4.154 3.313 2.515  -0.729
N3 -2.000 2.993 1.760  -0.110
N4 -2.439 4.001 3.669  -0.427
H35 -2.476 2.492 1.007  0.000
H36 -1.020 2.881 1.970  0.412
H37 -3.156 4.518 4.236  0.277
H38 -1.479 4.417 3.928  0.210
C13 3.007 0.034 -1.385  -0.260
O8 2.742 -0.646 -0.229  -0.493
N5 2.381 1.125 -1.743  -0.027
N6 3.844 -0.443 -2.235  -0.244
H39 1.867 1.662 -1.095  0.031
H40 2.228 1.385 -2.685  0.258
H41 4.087 -1.435 -1.878  0.336
H42 4.041 -0.217 -3.217  0.230
C14 -4.626 0.935 -0.074  0.383
O9 -3.413 1.337 0.067  -0.507
N7 -5.164 0.236 0.882  -0.435
N8 -5.469 1.133 -1.077  -0.457
H43 -4.467 -0.075 1.559  0.063
H44 -5.896 -0.343 0.660  0.242
H45 -5.157 2.020 -1.583  0.287
H46 -6.463 1.136 -0.977  0.229
C15 3.856 -1.847 3.273  0.301
O10 4.899 -1.542 4.171  -0.794
N9 2.674 -2.236 3.619  -0.296
N10 3.979 -1.730 1.985  0.017
H47 2.502 -2.289 4.652  0.199
H48 1.952 -2.528 2.921  0.479
H49 4.941 -1.668 1.601  0.217
H50 3.161 -1.557 1.324  0.355
C16 -0.230 -0.074 0.069  -0.563
O11 0.039 -0.484 -1.220  2.533
H51 -0.961 -0.728 0.569  0.589
H52 -0.618 0.926 0.230  -0.320
H53 0.626 -0.121 0.710  -0.112
H54 0.895 -0.099 -1.559  -0.695
C17 1.110 0.011 -4.869  -0.410
O12 1.806 1.301 -4.845  -0.580
H55 1.661 -0.716 -4.248  0.073
H56 1.077 -0.272 -5.963  0.378
H57 0.110 0.075 -4.514  0.172
H58 2.659 1.178 -5.376  0.309
C18 -2.534 -2.679 -1.039  0.019
O13 -2.647 -1.321 -1.488  -0.629
H59 -1.683 -3.193 -1.510  -0.289
H60 -3.400 -3.200 -1.326  0.502
H61 -2.656 -2.550 0.053  0.049
H62 -1.947 -0.741 -1.212  -0.429

=====

No. 3
C4H12N2OS | ωB97M-V/def2-TZVPD

Structure (SMILES): N[C@H](CS)CNCO
Relative energy (zero: lowest compared OMol25 entry of this formula, charge and spin) (kcal per mole): 64.3
Multiplicity: 1
Net charge: 0
Highest occupied orbital energy (eV): -8.97

Last column: Mulliken charge in e.
Cartesian coordinates (Å):
C1 0.297 -0.054 -0.091  -0.442
N1 0.761 -0.614 1.232  -0.347
C2 1.919 -1.466 1.070  -0.478
O1 2.960 -0.809 0.272  -0.530
C3 -1.277 -0.005 -0.175  0.237
C4 -1.677 1.378 -0.677  -1.161
S1 -1.626 2.863 0.468  -0.233
N2 -1.926 -0.949 -1.149  -0.724
H1 0.699 -0.672 -0.918  0.333
H2 0.992 0.914 -0.191  0.264
H3 0.796 0.168 1.842  0.240
H4 2.538 -1.822 1.882  0.434
H5 1.708 -2.387 0.369  0.186
H6 3.425 -0.224 0.807  0.292
H7 -1.517 -0.398 0.906  0.328
H8 -2.729 1.437 -0.860  0.498
H9 -1.340 1.722 -1.627  0.466
H10 -0.751 3.681 -0.130  0.120
H11 -1.353 -0.798 -2.014  0.246
H12 -1.900 -1.965 -1.016  0.268

=====

No. 4
C38H55N9O3SY | ωB97M-V/def2-TZVPD

Relative energy (zero: lowest compared OMol25 entry of this formula, charge and spin) (kcal per mole): 7.9
Multiplicity: 1
Net charge: +3
Highest occupied orbital energy (eV): -14.28

Last column: Mulliken charge in e.
Cartesian coordinates (Å):
Y1 0.783 -0.135 -0.232  0.816
C1 2.746 2.621 0.063  -1.027
C2 2.502 2.283 -1.402  -0.640
N1 1.125 1.804 -1.658  -0.039
C3 0.068 2.847 -1.602  -0.955
C4 -0.437 3.092 -0.191  -0.962
N2 -0.570 1.835 0.584  1.536
C5 -0.172 2.070 1.981  -0.578
C6 1.350 2.268 2.102  -0.549
N3 2.131 1.633 0.999  -0.245
H1 2.357 3.612 0.280  0.436
H2 3.823 2.675 0.220  0.484
H3 3.188 1.486 -1.704  0.360
H4 2.732 3.167 -2.000  0.485
H5 1.098 1.469 -2.617  0.215
H6 -0.746 2.491 -2.223  0.238
H7 0.431 3.786 -2.030  0.504
H8 -1.393 3.614 -0.238  0.561
H9 0.247 3.754 0.338  0.529
H10 -1.581 1.591 0.619  -0.076
H11 -0.491 1.211 2.561  -0.167
H12 -0.680 2.943 2.393  0.745
H13 1.669 1.840 3.044  0.036
H14 1.597 3.326 2.156  0.604
H15 2.889 1.119 1.435  0.220
N4 0.656 -2.964 -1.353  0.490
C7 1.160 -2.411 -2.552  -0.096
C8 1.106 -3.139 -3.734  -0.925
C9 1.647 -2.584 -4.880  -0.677
C10 2.225 -1.322 -4.807  -1.152
C11 2.213 -0.670 -3.594  -0.228
N5 1.674 -1.181 -2.477  0.700
C12 1.563 -3.139 -0.285  0.906
C13 1.758 -4.383 0.293  -0.923
C14 2.748 -4.513 1.248  -0.782
C15 3.522 -3.406 1.577  -0.775
C16 3.220 -2.203 0.991  -0.586
N6 2.233 -2.047 0.089  0.266
H16 0.106 -3.793 -1.510  0.455
H17 0.694 -4.143 -3.737  0.495
H18 1.651 -3.143 -5.808  0.528
H19 2.682 -0.860 -5.671  0.532
H20 2.672 0.310 -3.508  0.288
H21 1.168 -5.235 -0.025  0.471
H22 2.940 -5.478 1.703  0.536
H23 4.332 -3.471 2.288  0.594
H24 3.785 -1.317 1.246  0.593
N7 -2.368 -0.650 -5.018  -0.067
C17 -2.141 -1.352 -3.719  -1.101
C18 -1.255 -0.431 -2.849  1.797
O1 -0.780 0.547 -3.458  -1.191
O2 -1.073 -0.752 -1.644  -0.640
H25 -2.102 -1.192 -5.834  0.381
H26 -1.728 0.176 -4.907  0.304
H27 -3.328 -0.337 -5.143  0.361
H28 -1.609 -2.283 -3.889  0.265
H29 -3.078 -1.570 -3.216  0.206
O3 0.723 -1.018 2.107  -0.826
S1 0.331 -0.983 3.594  0.438
C19 0.195 -2.743 4.011  -0.150
C20 -0.180 -2.964 5.458  -0.071
C21 0.474 -3.950 6.190  -0.264
C22 0.173 -4.148 7.531  -0.789
C23 -0.780 -3.356 8.156  -0.510
C24 -1.459 -2.389 7.426  -0.784
C25 -1.166 -2.197 6.083  -0.014
C26 1.698 -0.479 4.717  -1.642
C27 3.105 -0.948 4.493  0.453
C28 4.036 -0.113 3.878  -0.270
C29 5.369 -0.488 3.770  -0.954
C30 5.790 -1.707 4.287  -0.422
C31 4.874 -2.539 4.921  -1.047
C32 3.542 -2.161 5.024  0.040
H30 1.151 -3.200 3.744  0.012
H31 -0.578 -3.117 3.335  0.742
H32 1.210 -4.586 5.705  0.465
H33 0.688 -4.924 8.086  0.413
H34 -1.003 -3.503 9.206  0.422
H35 -2.223 -1.786 7.904  0.422
H36 -1.724 -1.454 5.521  0.363
H37 1.307 -0.840 5.670  0.652
H38 1.645 0.605 4.746  0.866
H39 3.735 0.881 3.554  0.690
H40 6.089 0.185 3.316  0.463
H41 6.835 -1.990 4.229  0.429
H42 5.203 -3.472 5.365  0.465
H43 2.847 -2.783 5.577  0.526
C33 -3.322 -0.254 0.688  0.760
C34 -4.598 -0.899 0.072  -1.089
N8 -5.485 0.151 -0.417  -0.106
C35 -4.820 0.937 -1.445  -1.002
C36 -3.539 1.592 -0.849  0.794
N9 -3.397 1.215 0.570  -0.956
C37 -4.587 1.689 1.309  -0.601
C38 -5.867 1.035 0.695  -0.656
H44 -2.413 -0.585 0.180  -0.879
H45 -3.227 -0.505 1.748  0.650
H46 -5.138 -1.483 0.817  0.284
H47 -4.346 -1.567 -0.759  0.409
H48 -5.516 1.692 -1.810  0.284
H49 -4.573 0.271 -2.282  0.345
H50 -3.590 2.682 -0.907  0.613
H51 -2.643 1.263 -1.385  -1.038
H52 -4.623 2.778 1.242  0.453
H53 -4.468 1.420 2.359  0.404
H54 -6.550 1.792 0.313  0.319
H55 -6.405 0.446 1.437  0.338

=====

no.,gap between HOMO and LUMO (eV),LUMO level (eV)
1,5.3,4.14
2,7.5,-0.13
3,9.8,0.78
4,7.2,-7.07